Below is a cluster of 2 separate species, C2H6N2O in total at a distorted geometry, with properties calculated with ωB97M-V/def2-TZVPD.

As for the relative energy (zero: lowest compared OMol25 entry of this formula, charge and spin): 4.6495 eV. As for the SMILES: [H]/N=N/[H].C1CO1. Its maximum force is 0.0920 Eh/bohr. As for the charge: 0. The calculation puts the HOMO-LUMO gap at 10.13 eV.

Structure (XYZ):
```
11
Properties=species:S:1:pos:R:3:mulliken_charge:R:1
C 0.74031 0.51042 -0.47419 -0.377
C 1.85691 -0.08921 0.13164 -0.198
N -2.33876 1.40233 0.40509 -0.306
N -2.02152 0.78582 -0.59218 -0.218
O 0.62337 -0.66894 0.21242 -0.373
H 0.38583 1.41840 0.00531 0.124
H 0.34659 0.60232 -1.51196 0.318
H 2.61590 -0.56864 -0.47581 0.250
H 2.19469 0.50878 0.92875 0.245
H -2.38272 2.39212 0.15524 0.254
H -1.88135 -0.19239 -0.42666 0.281
```


Below is a structure of composition C2H6N2O at a distorted geometry, with properties calculated with ωB97M-V/def2-TZVPD.

As for the relative energy (zero: lowest compared OMol25 entry of this formula, charge and spin): 5.6409 eV. Its maximum force is 0.1122 Eh/bohr. As for the charge: 0. The calculation puts the HOMO-LUMO gap at 7.59 eV.

Structure (XYZ):
```
11
Properties=species:S:1:pos:R:3:mulliken_charge:R:1
C -0.74985 -0.97079 0.04889 -0.694
C 0.05834 0.17342 0.52407 0.102
N -1.55746 0.19909 -0.43038 0.127
N 1.12373 0.77108 -0.10255 -0.457
O -2.67967 0.52355 0.18510 -0.704
H -0.26422 -1.43960 -0.79654 0.332
H -1.14334 -1.51777 0.84825 0.284
H -0.16134 0.54887 1.43652 0.409
H 1.95536 0.33786 -0.49948 0.200
H -1.68695 0.29190 -1.36810 0.194
H 1.26345 1.71268 0.14229 0.208
```


Below is an isolated molecule of C2H6N2O at a distorted geometry, with properties calculated with ωB97M-V/def2-TZVPD.

As for the relative energy (zero: lowest compared OMol25 entry of this formula, charge and spin): 4.5290 eV. As for the SMILES: CO/C=N\N. Its maximum force is 0.1186 Eh/bohr. As for the charge: 0. The calculation puts the HOMO-LUMO gap at 8.92 eV.

Structure (XYZ):
```
11
Properties=species:S:1:pos:R:3:mulliken_charge:R:1
C 0.46638 1.72608 -0.39777 -0.653
C 0.32764 -0.46250 0.66981 0.105
H -0.13170 2.06893 0.48413 0.311
H 0.16066 2.12549 -1.31633 0.257
H 1.52535 1.89221 0.08596 0.288
H 0.43091 0.10035 1.57035 0.367
H -1.67451 -2.69494 -0.18532 0.271
H -0.61269 -1.22434 -0.93576 0.297
N -0.13911 -1.65485 0.74732 -0.366
N -0.60180 -2.18957 -0.34575 -0.431
O 0.24888 0.31314 -0.37663 -0.445
```


Below is an isolated molecule of C2H6N2O2 at a distorted geometry, with properties calculated with ωB97M-V/def2-TZVPD.

As for the relative energy (zero: lowest compared OMol25 entry of this formula, charge and spin): 5.1381 eV. As for the SMILES: CC/[N+]([O-])=N/O. Its maximum force is 0.0789 Eh/bohr. As for the charge: 0. The calculation puts the HOMO-LUMO gap at 10.08 eV.

Structure (XYZ):
```
12
Properties=species:S:1:pos:R:3:mulliken_charge:R:1
C -1.04093 -0.32614 0.41452 -0.865
C 0.01439 0.00012 -0.61228 -0.497
N 2.22664 0.74795 -0.52328 -0.342
N 1.32890 -0.13187 -0.14566 0.883
O 1.54172 -1.04112 0.70193 -0.775
O 3.45356 0.34517 -0.15046 -0.362
H -1.98972 -0.72791 -0.14929 0.293
H -0.56417 -1.19476 1.00288 0.283
H -1.07537 0.55904 1.09628 0.281
H -0.15561 0.94492 -1.16158 0.380
H 0.02108 -0.64454 -1.45633 0.343
H 3.24588 -0.35226 0.63199 0.379
```


Below is an isolated molecule of C2H6N2O2 at a distorted geometry, with properties calculated with ωB97M-V/def2-TZVPD.

As for the relative energy (zero: lowest compared OMol25 entry of this formula, charge and spin): 1.7275 eV. As for the SMILES: NNC(=O)CO. Its maximum force is 0.0316 Eh/bohr. As for the charge: 0. The calculation puts the HOMO-LUMO gap at 10.09 eV.

Structure (XYZ):
```
12
Properties=species:S:1:pos:R:3:mulliken_charge:R:1
C -0.12594 -0.15428 0.52827 0.554
C -1.42823 0.50910 0.05233 -0.312
H 2.52623 -1.11645 -0.75421 0.241
H 2.79126 0.34215 -0.01945 0.235
H 0.64323 0.43758 -1.23161 0.264
H -1.48738 1.47307 0.56785 0.194
H -2.22216 -0.13437 0.40821 0.307
H -1.94096 -0.00604 -1.77145 0.326
N 2.18773 -0.46868 -0.04441 -0.670
N 0.88719 -0.03493 -0.36627 0.024
O -0.06917 -0.71410 1.60641 -0.593
O -1.49453 0.76416 -1.33243 -0.569
```


Below is a structure of composition C2H6N2O2 at a distorted geometry, with properties calculated with ωB97M-V/def2-TZVPD.

As for the relative energy (zero: lowest compared OMol25 entry of this formula, charge and spin): 3.9115 eV. Its maximum force is 0.0644 Eh/bohr. As for the charge: 0. The calculation puts the HOMO-LUMO gap at 10.96 eV.

Structure (XYZ):
```
12
Properties=species:S:1:pos:R:3:mulliken_charge:R:1
C -0.67833 -0.36443 -0.07402 0.146
N 0.63031 0.19543 -0.43871 -0.189
N -0.59126 -1.77168 -0.27301 -0.624
C 0.94224 1.44591 -0.21163 0.205
O -1.02350 -0.05651 1.26931 -0.544
O 0.57074 2.43099 0.33157 -0.471
H -1.10554 0.90384 1.36362 0.329
H 1.85641 0.24681 -0.81260 0.334
H -1.43623 0.04893 -0.75394 0.280
H 0.09163 -2.16974 0.36370 0.258
H -1.48916 -2.20509 -0.09507 0.266
H 2.23269 1.29556 -0.66924 0.011
```


Below is an isolated molecule of C2H6N2O2 at a distorted geometry, with properties calculated with ωB97M-V/def2-TZVPD.

As for the relative energy (zero: lowest compared OMol25 entry of this formula, charge and spin): 3.7344 eV. As for the SMILES: C=NO[C@@H](N)O. Its maximum force is 0.0639 Eh/bohr. As for the charge: 0. The calculation puts the HOMO-LUMO gap at 10.21 eV.

Structure (XYZ):
```
12
Properties=species:S:1:pos:R:3:mulliken_charge:R:1
C -0.60513 -0.66449 -0.17765 0.264
N -1.84459 -1.04259 0.41160 -0.546
O -0.62143 -0.79060 -1.56548 -0.494
O -0.14312 0.57159 0.25481 -0.328
H -0.97843 0.02081 -1.94837 0.317
H -2.62846 -0.71869 -0.14557 0.236
H -1.99207 -0.70480 1.35313 0.248
C 2.16276 1.20658 0.41577 -0.227
N 1.33940 0.28886 0.63797 -0.335
H 0.22955 -1.34992 0.18062 0.335
H 3.20057 0.93155 0.28328 0.251
H 1.88095 2.25170 0.29990 0.279
```


Below is the ion C2H6N2O2P with charge -1 at a distorted geometry, with properties calculated with ωB97M-V/def2-TZVPD.

As for the relative energy (zero: lowest compared OMol25 entry of this formula, charge and spin): 0.0000 eV. As for the SMILES: O=P1([O-])NCCN1. Its maximum force is 0.0820 Eh/bohr. As for the charge: -1. The calculation puts the HOMO-LUMO gap at 8.72 eV.

Structure (XYZ):
```
13
Properties=species:S:1:pos:R:3:mulliken_charge:R:1
C 0.88449 -0.73168 0.21810 -0.514
C 0.96127 0.77479 -0.21395 -0.421
N -0.35654 -1.34332 -0.15372 -0.547
N -0.32595 1.24779 0.14455 -0.518
O -2.29552 -0.08056 1.28246 -0.742
O -2.36484 0.04313 -1.30403 -0.723
P -1.62341 0.00717 -0.02624 0.763
H 1.79834 -1.20661 -0.27254 0.295
H 1.23000 -0.96433 1.30991 0.248
H 1.72398 1.31661 0.43620 0.281
H 1.12071 0.78421 -1.37256 0.240
H -0.36695 -1.40690 -1.14647 0.315
H -0.38558 1.55970 1.09829 0.322
```


Below is an isolated molecule of C2H6N2O2S at a distorted geometry, with properties calculated with ωB97M-V/def2-TZVPD.

As for the relative energy (zero: lowest compared OMol25 entry of this formula, charge and spin): 6.2794 eV. Its maximum force is 0.1357 Eh/bohr. As for the charge: 0. The calculation puts the HOMO-LUMO gap (spin up / spin down) at 8.34 / 8.27 eV.

Structure (XYZ):
```
13
Properties=species:S:1:pos:R:3:mulliken_charge:R:1
C 0.38361 -0.74044 0.07284 0.099
C -0.99627 -0.32463 0.30738 -0.246
N 0.41713 -2.37927 -0.74628 -0.443
N -1.28565 1.00568 -0.24871 -0.562
O 2.97175 -0.14394 0.17812 -0.550
O 1.21188 1.42619 0.90442 -0.500
S 1.66417 0.34934 -0.25446 0.577
H -1.14670 -0.21595 1.35528 0.282
H -1.50103 -1.20960 -0.22528 0.277
H 1.37068 -2.26860 -1.01405 0.261
H 0.50223 2.05106 0.61999 0.384
H -2.05847 1.44487 0.28990 0.233
H -1.53331 1.00528 -1.23915 0.189
```


Below is a structure of composition C2H6N2O3 at a distorted geometry, with properties calculated with ωB97M-V/def2-TZVPD.

As for the relative energy (zero: lowest compared OMol25 entry of this formula, charge and spin): 6.4109 eV. Its maximum force is 0.0859 Eh/bohr. As for the charge: 0. The calculation puts the HOMO-LUMO gap at 9.43 eV.

Structure (XYZ):
```
13
Properties=species:S:1:pos:R:3:mulliken_charge:R:1
C 1.11939 0.47910 -0.57134 -0.581
C 0.01617 0.21765 0.36581 1.304
N -0.06146 -1.15034 0.76153 -0.659
O -1.24859 0.76361 -0.37942 -0.278
O -2.02154 -0.28357 -1.02087 -0.385
O 1.94987 -0.50254 -0.85469 -0.537
N 0.74543 1.07984 1.13220 -0.811
H -2.91768 0.05937 -0.90603 0.323
H 1.69928 -1.22137 -0.20991 0.438
H 1.16342 1.32285 -1.24952 0.420
H -0.23684 -1.21023 1.75718 0.221
H -0.80337 -1.61698 0.24639 0.263
H 0.59592 2.06261 0.92864 0.284
```


Below is a structure of composition C2H6N2O3S at a distorted geometry, with properties calculated with ωB97M-V/def2-TZVPD.

As for the relative energy (zero: lowest compared OMol25 entry of this formula, charge and spin): 8.1325 eV. Its maximum force is 0.0888 Eh/bohr. As for the charge: 0. The calculation puts the HOMO-LUMO gap (spin up / spin down) at 8.17 / 8.16 eV.

Structure (XYZ):
```
14
Properties=species:S:1:pos:R:3:mulliken_charge:R:1
C -0.42868 -0.35153 1.64642 -1.009
C -1.30707 0.17425 -1.14121 -0.849
N 2.09759 0.80520 -0.26945 -0.639
N 2.11914 -0.39302 -0.65585 1.275
O 3.11330 -0.99260 -1.00735 -0.656
O 0.96573 -0.99033 -0.54170 -0.605
O -0.29983 2.08278 0.58778 -0.646
S -0.07702 0.72948 0.15244 0.939
H -1.41720 -0.07840 1.99099 0.365
H -0.24601 -1.26873 1.24179 0.460
H 0.30561 0.05533 2.26534 0.354
H -2.08478 0.96605 -1.47461 0.344
H -0.80449 -0.26122 -2.12449 0.285
H -1.93631 -0.47728 -0.67011 0.381
```


Below is an isolated molecule of C2H6N2O4 at a distorted geometry, with properties calculated with ωB97M-V/def2-TZVPD.

As for the relative energy (zero: lowest compared OMol25 entry of this formula, charge and spin): 4.9639 eV. As for the SMILES: NCC(O)(O)[N+](=O)[O-]. Its maximum force is 0.1102 Eh/bohr. As for the charge: 0. The calculation puts the HOMO-LUMO gap at 10.49 eV.

Structure (XYZ):
```
14
Properties=species:S:1:pos:R:3:mulliken_charge:R:1
C -0.58621 0.74138 0.37139 -0.666
C 0.28099 -0.18081 -0.56821 0.726
N -1.50844 -0.19199 1.03228 -0.602
N 1.80381 -0.01380 0.01161 0.801
O 2.43244 -0.93739 0.42784 -0.597
O 2.13014 1.12879 -0.15884 -0.511
O -0.22854 -1.40925 -0.60675 -0.622
O 0.40959 0.36481 -1.81813 -0.543
H -1.06370 1.56404 -0.20431 0.288
H 0.11898 1.23395 0.99416 0.390
H -2.40176 -0.21316 0.72658 0.242
H -1.23956 -0.44389 2.04237 0.292
H -0.94391 -1.39394 0.19571 0.473
H 0.79617 -0.24874 -2.44570 0.330
```


Among the records above, which one has the lowest relative energy (zero: lowest compared OMol25 entry of this formula, charge and spin)?
C2H6N2O2P


What is the charge in the eighth record?
-1